Record 1
78
Properties=species:S:1:pos:R:3:forces:R:3 method="wB97M-V/def2-TZVPD" charge=+1 e_homo_ev=-11.546 orbital_gap_ev=8.47 lumo_ev=-3.07 multiplicity=1 energy_ha=-2145.1092
C 3.4845 1.6155 -0.0379 0.2571 -0.0213 -0.0517
C 3.7269 0.1765 -0.5207 0.1017 0.8649 0.0548
C 2.5270 -0.7265 -0.3582 0.4195 -0.1023 0.6529
O 1.2908 -0.0651 -0.6412 -0.0098 -0.1508 -0.4850
C 0.4780 -0.7483 -1.5731 0.0254 0.6402 1.2875
C -0.5099 0.2705 -2.1601 1.2922 -0.7531 -3.4981
C -0.2386 0.1629 -3.7090 -0.5976 -0.5123 0.1651
C -0.7164 -1.1562 -4.2966 0.1038 -0.4650 -0.6335
C -0.1126 -1.4319 -5.6850 -0.5662 0.1125 0.7936
C -0.3503 1.7445 -1.8495 -0.2874 0.6010 -0.0825
N -1.6113 1.9783 -1.0960 0.3375 1.6138 -0.1901
O -1.9518 3.3122 -0.9031 0.2035 0.1981 -0.0103
C -1.9538 3.5584 0.5264 -0.3832 -0.7178 0.4837
C -3.2981 3.2271 1.1359 -0.2318 0.5000 0.3879
C -3.3901 3.7282 2.5971 -0.0197 -0.4203 -0.5124
C -2.5069 1.2691 -1.7879 0.0351 -1.5655 0.6791
N -3.6816 1.7303 -2.1383 -0.4990 0.0739 0.2380
S -4.8966 0.8832 -3.0073 -1.4749 -1.1463 -1.7347
C -5.9200 -0.0648 -1.8947 0.4943 0.7563 0.1155
O -4.3175 -0.0172 -3.9308 1.5586 -0.9729 0.4202
O -5.6804 1.8746 -3.6352 -0.5365 1.6968 0.8692
N -1.9802 0.0035 -2.0457 0.5009 0.2123 1.1854
P -2.6048 -0.8762 -0.6547 -2.2753 0.2466 0.7397
C -2.8055 -2.6546 -1.0523 0.2508 0.2280 -0.3608
C -1.5730 -0.6314 0.8475 0.8669 -0.8220 -0.6236
H 4.3766 2.0250 0.4251 0.1954 -0.0122 0.0697
H 3.2761 2.2708 -0.8783 -0.3509 0.1348 -0.0330
H 2.6928 1.6891 0.7026 -0.1971 -0.0264 0.0031
H 4.0834 0.2274 -1.5468 -0.0949 -0.1635 -0.2240
H 4.5414 -0.2320 0.0649 0.0407 -0.3946 0.0640
H 2.6847 -1.6312 -0.9461 -0.3567 -0.0644 -0.1909
H 2.4930 -1.0391 0.6801 -0.1391 -0.1216 0.1419
H -0.0191 -1.5986 -1.0882 -0.1520 -0.0310 -0.1219
H 1.1115 -1.1358 -2.3628 -0.0323 -0.1712 -0.1987
H 0.8232 0.2736 -3.9284 0.1412 0.2668 0.2117
H -0.7778 0.9602 -4.2196 0.0052 0.1368 -0.0980
H -0.5025 -2.0149 -3.6571 0.1502 0.0342 0.2198
H -1.7927 -1.1616 -4.4308 -0.2629 0.2420 0.2489
H 0.9280 -1.7277 -5.6039 0.1924 0.1219 -0.2132
H -0.2455 -0.5386 -6.2889 0.2596 -0.0025 -0.2932
H -0.6882 -2.2372 -6.1268 0.1318 -0.1592 -0.3064
H -0.4975 2.3196 -2.7658 0.1727 -0.0274 -0.1403
H 0.5781 2.1302 -1.4530 -0.1022 -0.4181 1.0062
H -1.2010 2.9058 0.9596 0.3316 0.1556 0.1097
H -1.7079 4.5935 0.7328 0.1478 0.2041 -0.4878
H -4.0575 3.7497 0.5547 -0.1546 -0.1186 -0.1429
H -3.5158 2.1615 1.1176 0.1277 -0.1805 -0.2930
H -4.0559 4.5776 2.6473 0.0170 0.2917 0.1912
H -2.4128 3.9949 2.9856 0.1190 0.1319 0.1293
H -3.7948 2.9465 3.2278 -0.0674 -0.0449 0.2073
H -3.8851 2.6877 -1.8515 -0.0778 -0.0818 -0.1106
H -5.3341 -0.8309 -1.4127 0.1414 -0.0510 0.2164
H -6.4023 0.6151 -1.2012 -0.0234 -0.0319 0.1906
H -6.6535 -0.5023 -2.5619 -0.0783 0.0233 -0.2294
H -2.5041 -3.3063 -0.2396 0.3390 0.0196 0.1234
H -2.3336 -2.9392 -1.9871 0.3208 -0.0863 -0.0305
H -3.8680 -2.8188 -1.1938 -0.1914 0.0442 -0.0242
H -2.1699 -0.3823 1.7153 -0.3246 0.2017 -0.1089
H -1.0581 -1.5666 1.0632 0.1083 -0.0910 0.1194
H -0.7828 0.0974 0.6980 0.0259 0.2321 0.0106
C 3.8703 -4.1677 2.7720 0.0193 -0.0348 -0.0045
C 4.9249 -3.1412 2.4017 -0.3290 0.0462 0.2641
O 4.3134 -1.9665 1.8705 0.0712 -0.0102 -0.0021
H 3.2741 -4.4316 1.8974 0.0594 -0.0310 -0.0289
H 4.3264 -5.0741 3.1720 -0.0294 -0.0015 0.0214
H 3.1852 -3.7633 3.5216 0.0586 -0.0226 0.0644
H 5.5950 -3.5409 1.6425 -0.0047 0.1504 -0.0846
H 5.5242 -2.8673 3.2759 0.0822 -0.1213 -0.0163
H 3.7296 -1.6117 2.5548 0.0924 0.0795 -0.0138
C 3.6115 -0.0943 6.7919 -0.0414 -0.0524 0.0012
C 3.9176 -0.4359 5.3468 -0.0912 0.3975 0.1293
O 2.8248 -0.0729 4.4947 0.0560 -0.2474 -0.1670
H 2.7103 -0.6117 7.1218 0.0353 -0.0592 -0.0037
H 4.4375 -0.3764 7.4453 -0.0005 0.0336 0.0093
H 3.4300 0.9770 6.9045 0.1021 0.0155 0.0117
H 4.0782 -1.5081 5.2348 -0.0950 -0.0045 -0.1203
H 4.8177 0.0840 5.0048 0.0899 -0.1136 0.0658
H 2.6936 0.8772 4.5871 -0.0031 -0.0815 -0.0323

=====

Record 2
111
Properties=species:S:1:pos:R:3:forces:R:3 method="wB97M-V/def2-TZVPD" charge=0 e_homo_ev="-10.490 / -10.301" orbital_gap_ev="10.44 / 10.00" lumo_ev="-0.05 / -0.30" multiplicity=5 energy_ha=-7973.7173
Fe 1.5759 -0.0183 -1.7466 0.2348 0.8889 0.1378
B 1.2439 -2.1167 -3.1703 -0.4604 -1.9691 -1.7538
F 0.6414 -3.0323 -4.0249 0.2016 0.6503 -0.0302
F 0.2973 -1.6616 -2.2400 -0.3549 -0.0180 0.9360
F 2.3371 -2.6968 -2.5732 0.1736 0.3921 0.0892
F 1.5839 -0.8777 -3.8028 0.7553 0.2906 0.0944
C -1.2048 -1.8098 0.6333 0.3922 1.8361 -0.7459
F -0.2080 -2.5354 0.1777 0.4130 -0.4452 0.0464
F -2.1828 -1.8202 -0.2306 -0.6385 -0.2269 -0.3024
F -1.6015 -2.2778 1.7894 -0.1961 -0.1442 0.7688
S -0.5826 0.0123 0.8320 1.3422 -0.7677 -0.1909
O -1.6311 0.7666 1.4537 0.0848 -0.0843 -0.7064
O 0.6484 -0.1201 1.5710 -0.1934 -0.0945 -0.2175
N -0.1436 0.4814 -0.7861 -1.7429 -0.4418 3.5896
S -1.3776 1.2571 -1.4270 -1.8820 0.8735 -3.4708
O -1.0703 1.4576 -2.8254 0.5075 0.0443 0.7078
O -2.7000 0.7440 -1.1917 1.0243 0.1757 0.8697
C -1.2888 3.0079 -0.7111 0.3626 -0.2553 0.6268
F -0.1513 3.0837 0.0158 -0.1744 0.1545 0.0403
F -1.2187 3.9469 -1.6388 -0.1156 -0.1810 -0.3503
F -2.3155 3.2803 0.0739 -0.0984 -0.1129 0.0841
O 4.1095 -1.2287 1.3835 -0.4376 -0.3324 0.1378
S 3.1904 -2.0208 0.6267 0.6927 -0.8869 -1.0998
O 2.2806 -1.3633 -0.2759 0.3216 -0.1153 0.1939
O 4.0143 -3.0398 -0.3147 -1.0328 0.9330 1.1504
C 5.1846 -3.6627 0.2853 0.1180 -0.5015 -1.0035
C 5.2812 -5.0540 -0.3009 0.9316 -0.9713 0.2471
C 2.2284 -3.1115 1.6651 0.4251 0.1467 0.3739
H 5.0909 -3.6914 1.3688 0.1784 0.1427 0.0108
H 6.0405 -3.0803 -0.0497 -0.0005 0.1949 0.4053
H 4.6659 -5.7935 0.2123 -0.4315 0.2175 -0.2346
H 6.2917 -5.4626 -0.1752 0.0901 0.3666 0.3625
H 5.1799 -5.1292 -1.3826 -0.5975 0.4300 0.0426
H 1.5447 -2.4796 2.2311 -0.1494 0.0308 -0.2603
H 2.8721 -3.6095 2.3911 0.2902 0.1461 -0.1722
H 1.7293 -3.8766 1.0778 -0.1180 0.2960 -0.2310
O 2.6941 0.7684 5.1250 0.2101 -0.3335 0.9190
S 2.2568 0.0173 6.2753 -2.6448 -1.2167 0.3045
O 2.6790 0.2332 7.6302 0.2284 0.0087 -1.1841
O 0.6044 0.1633 6.3815 1.4713 0.3146 0.0644
C -0.1985 0.3696 5.2206 -0.7187 0.9882 -0.9849
C -0.7494 -0.9020 4.6263 0.5374 -0.9292 0.1194
C 2.2284 -1.7857 5.8315 0.5682 1.2288 0.4887
H 0.2922 0.9787 4.4562 0.4527 -0.1670 0.1990
H -1.0414 0.9970 5.5156 0.1420 -0.0707 0.5184
H -1.7612 -0.8162 4.2369 -0.0604 0.1929 0.2139
H -0.7035 -1.6489 5.4232 -0.4795 -0.1193 -0.1217
H -0.1522 -1.2960 3.8023 0.1749 0.1388 0.0407
H 1.3160 -2.2162 6.2257 -0.2235 0.2508 -0.2068
H 3.0378 -2.3469 6.2941 0.3743 0.3532 -0.2917
H 2.2765 -1.6970 4.7502 -0.0454 -0.6245 -0.0540
O -5.2626 2.2920 -0.5732 -0.9841 0.3295 1.0113
S -6.1688 2.3967 0.5559 0.7490 0.1360 -0.1048
O -7.5926 2.4308 0.3325 0.7931 -0.0536 0.1955
O -5.7935 1.1912 1.5915 -0.3697 0.9176 -1.7487
C -5.3875 -0.0186 0.9064 0.7975 -2.0805 1.4281
C -6.5155 -0.9582 0.5025 -0.5626 0.8686 -0.0935
C -5.6897 3.7894 1.6287 0.1642 -1.1589 -0.0400
H -4.8235 -0.4982 1.7131 -0.0935 -0.0957 0.0104
H -4.6411 0.0534 0.1173 -0.2726 1.0190 -0.1302
H -6.8802 -0.6907 -0.4904 -0.0023 -0.2251 -0.0668
H -7.3687 -0.8543 1.1758 0.0985 -0.0110 0.1176
H -6.1981 -1.9984 0.5315 0.1983 0.0417 -0.1698
H -5.2305 4.5731 1.0352 -0.4429 0.1086 -0.1911
H -4.9226 3.4090 2.3020 -0.0231 -0.0842 -0.0615
H -6.5656 4.0541 2.2124 -0.0186 0.3227 -0.1937
O -4.5267 -6.9289 -2.2654 0.6100 0.7219 0.1723
S -4.3612 -5.5103 -2.4180 -1.0430 1.9506 -0.1762
O -4.2456 -4.5724 -1.2999 0.3517 -1.6043 -0.9175
O -3.1601 -5.2023 -3.4789 -0.9808 -1.0920 0.7595
C -2.1288 -4.2890 -3.0918 0.6111 0.6884 0.7045
C -1.1176 -4.7925 -2.0719 -0.1831 -0.4260 0.2840
C -5.7828 -4.8732 -3.3750 1.7429 -0.9609 -0.1113
H -2.5980 -3.3722 -2.7288 0.0351 -0.0134 0.0173
H -1.5632 -4.0388 -3.9863 -0.3248 -0.1846 -0.2430
H -1.4898 -5.0070 -1.0669 -0.4858 0.3190 -0.1309
H -0.3856 -3.9952 -1.9863 0.2356 -0.1790 0.0133
H -0.6399 -5.7287 -2.3659 0.1427 0.1924 -0.4170
H -5.4183 -3.9111 -3.7218 -0.5155 0.2329 0.1065
H -6.6583 -4.8844 -2.7387 0.0168 0.2064 0.0692
H -5.8735 -5.5584 -4.2162 -0.2458 0.0952 -0.0327
O 2.7296 1.5581 -0.1887 0.6236 0.1672 0.2499
S 3.8201 1.9753 0.6910 1.3744 -1.0469 0.7173
O 5.1859 1.5934 0.4253 -1.2539 0.2319 -0.3860
O 3.8624 3.5517 0.7780 -0.4016 0.2572 -0.1865
C 2.6315 4.2939 0.5683 0.0422 0.2516 -0.8142
C 2.9361 5.7761 0.4984 -0.6044 -0.1683 0.3914
C 3.5261 1.5600 2.4271 -0.9640 0.1785 -0.9954
H 1.8778 4.0512 1.3174 0.1523 -0.1037 0.1141
H 2.2731 3.9954 -0.4177 -0.2717 -0.1437 0.1558
H 3.1902 6.2203 1.4598 0.4935 -0.1707 -0.0532
H 1.9945 6.2649 0.2338 0.0749 -0.0221 -0.1465
H 3.6625 5.9652 -0.2880 0.1574 0.1809 0.2452
H 4.2278 0.7927 2.7224 0.2694 0.2451 0.0190
H 2.5179 1.1658 2.5489 -0.0157 0.1213 -0.0959
H 3.6149 2.5287 2.9064 0.2341 -0.2450 0.4778
O 3.4273 3.4946 -3.5380 -0.6188 -0.2645 0.1115
S 2.0914 2.9854 -3.6664 -0.3654 -0.0647 -1.5539
O 1.6870 1.8124 -2.9286 0.2822 0.6556 0.4943
O 1.0349 4.1438 -3.3759 -0.2267 -1.0679 0.3890
C 1.3622 5.4687 -3.8337 1.0775 0.5264 0.2592
C 2.1292 6.2375 -2.7453 0.0307 -0.7319 -1.2571
C 1.7290 2.5757 -5.4027 -0.0400 0.7421 0.6975
H 0.4828 6.0401 -4.1313 -0.5026 -0.6486 0.3805
H 1.9361 5.3801 -4.7621 0.2725 0.0566 0.2198
H 3.0364 5.7056 -2.4674 0.0945 -0.0205 -0.2408
H 1.5530 6.3380 -1.8293 -0.2680 0.5138 -0.3245
H 2.4068 7.1450 -3.2874 -0.0124 0.4230 0.8267
H 2.6961 2.4485 -5.8795 -0.1215 -0.4005 -0.1121
H 1.1933 3.4022 -5.8684 0.2128 0.1858 0.1158
H 1.0399 1.7361 -5.4115 0.3736 -0.2969 0.0699